[1]
Formula: H6O3
Source: the OMol25 dataset
Level of theory: ωB97M-V/def2-TZVPD

HOMO level: -11.34 eV
Calculated total energy: -6239.27308 eV
LUMO energy: 0.44 eV
Charge: 0
SMILES string: O.O.O

CARTESIAN COORDINATES (ANGSTROEM)
O 1.22166 1.52964 0.00901
H 0.51074 0.95876 0.24734
H 0.81220 2.42090 -0.27120
O 2.17810 -1.27911 -0.06474
H 2.49381 -0.51552 0.53799
H 3.06378 -1.66489 -0.09500
O -3.46439 -0.30827 -0.10982
H -3.47923 -1.00626 0.58687
H -2.88434 0.26893 0.31841

Cartesian forces (eV/Å) of the 6 atoms listed first:
0.093 2.901 -0.844
-0.947 -0.555 0.100
0.872 -2.326 0.758
1.743 1.925 1.961
-1.514 -1.171 -1.404
-0.234 -0.773 -0.578

[2]
Formula: H6O3
Source: the OMol25 dataset
Level of theory: ωB97M-V/def2-TZVPD

HOMO level: -10.88 eV
Calculated total energy: -6238.76796 eV
LUMO energy: 0.26 eV
Charge: 0
SMILES string: O.O.O

CARTESIAN COORDINATES (ANGSTROEM)
O 1.02122 -0.79256 -1.74067
H 1.04222 -0.69456 -0.73167
H 0.19722 -1.06356 -2.10967
O 0.43322 -0.42656 1.03133
H 0.22022 -0.40656 1.89933
H 1.30422 -0.33156 1.37933
O -1.74578 1.14844 0.28133
H -0.85178 0.57644 0.24333
H -1.62078 1.99044 -0.25267

Cartesian forces (eV/Å) of the 6 atoms listed first:
1.954 0.761 1.912
-0.971 -0.585 -2.669
-1.040 -0.267 0.430
1.257 -0.257 -2.801
-3.838 -0.156 4.610
2.796 0.295 -1.410

[3]
Formula: H6O3Tl
Source: the OMol25 dataset
Level of theory: ωB97M-V/def2-TZVPD

HOMO level: -26.36 eV
Calculated total energy: -10889.36460 eV
LUMO energy: -22.45 eV
Charge: +3

CARTESIAN COORDINATES (ANGSTROEM)
Tl -1.21451 -0.81182 -1.20996
O 0.10604 0.12374 1.31387
H -0.23216 0.89621 1.76679
H 0.83102 -0.17736 1.86156
O -1.42207 2.16757 -0.93889
H -1.24504 2.39505 -0.02612
H -1.44770 3.00861 -1.39519
O 1.22208 -2.31303 -0.49875
H 1.58155 -2.67748 0.31006
H 1.82077 -2.61154 -1.18336

Cartesian forces (eV/Å) of the 6 atoms listed first:
0.365 -0.088 0.324
-0.061 0.334 -2.082
-0.776 0.639 1.014
0.810 -0.830 0.955
-1.031 -1.977 0.393
0.366 0.476 1.007

[4]
Formula: H7N3Si
Source: the OMol25 dataset
Level of theory: ωB97M-V/def2-TZVPD

HOMO level: -8.77 eV
Calculated total energy: -12462.94778 eV
LUMO energy: 0.97 eV
Charge: 0
SMILES string: N[SiH](N)N

CARTESIAN COORDINATES (ANGSTROEM)
N 0.43715 -1.62234 -0.45308
Si -0.05046 -0.07993 0.15736
N 1.03564 1.25407 -0.12115
N -1.58069 0.18172 -0.49922
H 1.24379 -2.11426 -0.19191
H 0.30034 -1.67334 -1.46119
H 0.09683 0.14387 1.89223
H 0.48603 2.12679 -0.24582
H 1.80918 1.55619 0.36479
H -2.13715 0.92681 -0.28275
H -2.12480 -0.44396 -0.90519

Cartesian forces (eV/Å) of the 6 atoms listed first:
-1.512 1.158 -0.612
1.948 0.371 3.378
-3.231 0.877 -2.465
3.565 1.720 1.247
1.074 -0.498 0.507
0.120 -0.171 0.278

[5]
Formula: H7O3
Source: the OMol25 dataset
Level of theory: ωB97M-V/def2-TZVPD

HOMO level: -17.05 eV
Calculated total energy: -6249.10240 eV
LUMO energy: -3.70 eV
Charge: +1

CARTESIAN COORDINATES (ANGSTROEM)
O -0.20772 -0.02601 2.14483
H -0.39267 0.92248 2.26703
H -0.23482 -0.43264 3.02256
O 0.83477 0.44465 -2.02109
H 0.48475 0.53138 -2.91977
H 1.28681 1.29045 -1.83957
O -0.64980 -0.61054 -0.22404
H 0.13823 -0.19841 -0.70226
H -0.61644 -1.54199 -0.51916
H -0.64312 -0.37938 0.79147

Cartesian forces (eV/Å) of the 6 atoms listed first:
-0.212 0.852 -0.028
0.132 -0.381 0.238
-0.094 -0.096 -0.204
0.423 0.685 0.245
-0.030 -0.124 0.194
-0.127 -0.502 -0.209

Strongest force on any atom list, top to bottom, in eV/Å: 3.3, 6.0, 2.3, 5.1, 1.0
Energy above the lowest of the compared OMol25 structures with the same formula, charge and spin list, top to bottom, in kcal per mole: 22.6, 34.3, 69.3, 17.9, 7.3